[1]
Density functional theory data (ωB97M-V with the def2-TZVPD basis set) for a molecular structure, CHFeLiO2 in a non-equilibrium geometry.

Properties
* energy: -1459.6850 Eh
* LUMO energy (spin up / spin down): -12.01 / -12.70 eV
* Kohn-Sham gap (spin up / spin down): 8.7 / 8.0 eV

Geometry as ORCA input:
```
! RIJCOSX wB97M-V def2-TZVPD def2/J DEFGRID3
* xyz 2 5
O -1.60 0.02 -0.16
C -0.49 0.53 -0.27
H -0.20 1.50 0.24
O 0.62 -0.17 0.03
Li -0.75 -1.76 0.34
Fe 2.41 -0.11 -0.18
*
```


[2]
Density functional theory data (ωB97M-V with the def2-TZVPD basis set) for a molecular structure, CHI2NO2 in a non-equilibrium geometry.

Properties
* energy: -839.1298 Eh
* LUMO energy (spin up / spin down): -0.92 / -1.48 eV
* Kohn-Sham gap (spin up / spin down): 8.8 / 6.8 eV

Geometry as ORCA input:
```
! RIJCOSX wB97M-V def2-TZVPD def2/J DEFGRID3
* xyz 0 1
C 0.66 0.68 -0.36
N 0.29 0.03 2.48
O -0.59 0.38 3.19
O 1.33 -0.53 2.61
I 2.54 -0.09 -0.12
I 0.24 2.71 -0.27
H -0.01 0.12 -0.98
*
```


[3]
Density functional theory data (ωB97M-V with the def2-TZVPD basis set) for a molecular structure, CHI3S in a non-equilibrium geometry.

Properties
* energy: -1329.8653 Eh
* LUMO energy (spin up / spin down): -2.13 / -2.13 eV
* Kohn-Sham gap (spin up / spin down): 6.1 / 6.1 eV

Geometry as ORCA input:
```
! RIJCOSX wB97M-V def2-TZVPD def2/J DEFGRID3
* xyz 0 1
C 0.78 0.34 -0.25
S -2.05 0.23 -0.66
I 0.77 0.67 1.72
I 1.84 -1.18 -1.10
I -1.96 -1.27 1.09
H 0.63 1.21 -0.80
*
```


[4]
Density functional theory data (ωB97M-V with the def2-TZVPD basis set) for a molecular structure, CHI4N in a non-equilibrium geometry.

Properties
* energy: -1284.1057 Eh
* LUMO energy: -1.48 eV
* Kohn-Sham gap: 7.6 eV

Geometry as ORCA input:
```
! RIJCOSX wB97M-V def2-TZVPD def2/J DEFGRID3
* xyz 0 1
C 0.12 0.48 -0.47
N -0.27 -1.33 0.44
I -0.82 2.26 0.35
I 2.31 0.59 -0.24
I -0.09 0.24 -2.57
I 0.00 -0.99 2.35
H -1.25 -1.24 0.14
*
```


[5]
Density functional theory data (ωB97M-V with the def2-TZVPD basis set) for a molecular structure, CHLi2O3 in a non-equilibrium geometry.

Properties
* energy: -279.5219 Eh
* LUMO energy: 2.09 eV
* Kohn-Sham gap: 5.0 eV

Geometry as ORCA input:
```
! RIJCOSX wB97M-V def2-TZVPD def2/J DEFGRID3
* xyz -1 1
O 1.63 1.03 -0.66
H 2.61 -0.93 -0.82
C 1.08 0.03 -0.18
O 1.74 -1.16 -0.45
O -2.79 0.26 0.31
Li -3.15 0.62 1.92
Li -1.11 0.15 -0.11
*
```


[6]
Density functional theory data (ωB97M-V with the def2-TZVPD basis set) for a molecular structure, CHLiO2Pt in a non-equilibrium geometry.

Properties
* energy: -315.0854 Eh
* LUMO energy (spin up / spin down): -10.91 / -13.31 eV
* Kohn-Sham gap (spin up / spin down): 10.1 / 8.3 eV

Geometry as ORCA input:
```
! RIJCOSX wB97M-V def2-TZVPD def2/J DEFGRID3
* xyz 2 3
O 1.54 -0.58 -1.33
C 0.54 -0.82 -0.78
H -0.04 -0.81 0.74
O -0.61 0.20 0.46
Li 0.67 1.50 -0.20
Pt -2.09 0.51 1.12
*
```


[7]
Density functional theory data (ωB97M-V with the def2-TZVPD basis set) for a molecular structure, CHN2O2P in a non-equilibrium geometry.

Properties
* energy: -639.7834 Eh
* LUMO energy (spin up / spin down): -2.31 / -2.03 eV
* Kohn-Sham gap (spin up / spin down): 7.9 / 7.8 eV

Geometry as ORCA input:
```
! RIJCOSX wB97M-V def2-TZVPD def2/J DEFGRID3
* xyz 0 1
C 2.59 -0.35 0.98
N 2.99 -1.22 1.58
N 1.13 2.14 1.15
O 0.35 1.22 2.51
O 0.72 3.23 0.70
P 2.28 1.23 0.20
H 0.83 0.05 2.85
*
```


[8]
Density functional theory data (ωB97M-V with the def2-TZVPD basis set) for 2 unconnected molecules or ions with the total composition CHN2O3P in a non-equilibrium geometry.

Properties
* energy: -715.2161 Eh
* LUMO energy (spin up / spin down): 7.09 / 6.57 eV
* Kohn-Sham gap (spin up / spin down): 5.0 / 3.8 eV

Geometry as ORCA input:
```
! RIJCOSX wB97M-V def2-TZVPD def2/J DEFGRID3
* xyz -2 1
C 0.38 0.27 0.15
N 0.80 -2.43 -2.74
N 1.08 -3.47 -2.23
O 0.89 1.08 1.42
O -0.89 2.82 0.31
O -1.81 0.98 1.77
P -0.69 1.42 0.91
H 0.25 -0.66 0.42
*
```


[9]
Density functional theory data (ωB97M-V with the def2-TZVPD basis set) for a molecular structure, CHN2O5S2 in a non-equilibrium geometry.

Properties
* energy: -1320.8419 Eh
* LUMO energy: 3.50 eV
* Kohn-Sham gap: 9.1 eV

Geometry as ORCA input:
```
! RIJCOSX wB97M-V def2-TZVPD def2/J DEFGRID3
* xyz -1 1
C -1.19 0.98 0.89
N -0.02 1.32 0.77
N 0.79 -0.88 -0.40
O -2.33 1.20 1.21
O -0.94 -2.38 0.16
O -1.51 -0.82 -1.60
O 1.22 1.48 -1.40
O 2.48 0.79 0.48
S -0.99 -1.00 -0.23
S 1.28 0.69 -0.22
H 1.21 -1.37 0.35
*
```


[10]
Density functional theory data (ωB97M-V with the def2-TZVPD basis set) for a gas-phase ion, CHN2S2 (charge +1) in a non-equilibrium geometry.

Properties
* energy: -944.1362 Eh
* LUMO energy (spin up / spin down): -8.26 / -8.26 eV
* Kohn-Sham gap (spin up / spin down): 6.3 / 6.4 eV

Geometry as ORCA input:
```
! RIJCOSX wB97M-V def2-TZVPD def2/J DEFGRID3
* xyz 1 1
C -1.48 0.20 0.78
N -1.18 -0.97 0.28
N 0.90 0.23 -0.37
S -0.07 1.24 0.44
S 0.12 -1.53 -0.35
H 1.72 0.83 -0.78
*
```


[11]
Density functional theory data (ωB97M-V with the def2-TZVPD basis set) for a molecular structure, CHN3O in a non-equilibrium geometry.

Properties
* energy: -278.0106 Eh
* LUMO energy: -1.39 eV
* Kohn-Sham gap: 10.5 eV

Geometry as ORCA input:
```
! RIJCOSX wB97M-V def2-TZVPD def2/J DEFGRID3
* xyz 0 1
C 2.74 -0.22 -0.13
N 3.87 -0.39 0.04
N 0.22 -0.32 0.08
N 1.07 0.53 0.05
O 1.26 1.69 -0.05
H -0.84 -0.02 -0.06
*
```


[12]
Density functional theory data (ωB97M-V with the def2-TZVPD basis set) for CHN3O in the gas phase in a non-equilibrium geometry.

Properties
* energy: -278.1109 Eh
* SMILES: c1nnno1
* LUMO energy: 0.43 eV
* Kohn-Sham gap: 11.7 eV

Geometry as ORCA input:
```
! RIJCOSX wB97M-V def2-TZVPD def2/J DEFGRID3
* xyz 0 1
C -0.06 -0.40 0.99
N -1.06 -0.22 0.21
N -0.59 0.23 -1.03
N 0.57 0.53 -0.86
O 1.02 -0.08 0.48
H -0.23 -0.72 2.09
*
```


[13]
Density functional theory data (ωB97M-V with the def2-TZVPD basis set) for 2 unconnected molecules or ions with the total composition CHN3O in a non-equilibrium geometry.

Properties
* energy: -278.2545 Eh
* SMILES: N=C=O.N#N
* LUMO energy: 0.83 eV
* Kohn-Sham gap: 12.0 eV

Geometry as ORCA input:
```
! RIJCOSX wB97M-V def2-TZVPD def2/J DEFGRID3
* xyz 0 1
N -0.67 -1.17 0.01
C -1.31 -0.41 -0.63
O -1.73 0.18 -1.53
H -0.88 -1.41 0.96
N -3.19 0.00 2.89
N -3.35 0.32 1.85
*
```


[14]
Density functional theory data (ωB97M-V with the def2-TZVPD basis set) for CHN3O2 in the gas phase in a non-equilibrium geometry.

Properties
* energy: -353.3352 Eh
* SMILES: O=c1nno[nH]1
* LUMO energy: -0.54 eV
* Kohn-Sham gap: 10.1 eV

Geometry as ORCA input:
```
! RIJCOSX wB97M-V def2-TZVPD def2/J DEFGRID3
* xyz 0 1
O -1.95 -0.30 0.01
C -0.74 -0.21 -0.06
N 0.06 -1.42 -0.11
N 1.27 -1.05 0.08
O 1.41 0.34 -0.07
N 0.11 0.84 -0.08
H -0.15 1.80 0.22
*
```


[15]
Density functional theory data (ωB97M-V with the def2-TZVPD basis set) for 2 unconnected molecules or ions with the total composition CHN3O5P in a non-equilibrium geometry.

Properties
* energy: -920.5244 Eh
* LUMO energy: 3.22 eV
* Kohn-Sham gap: 9.3 eV

Geometry as ORCA input:
```
! RIJCOSX wB97M-V def2-TZVPD def2/J DEFGRID3
* xyz -1 1
C 1.74 -0.54 -1.17
N 2.80 -0.62 -1.63
N -0.69 -3.30 0.54
N 0.18 -3.63 -0.13
O -0.42 0.87 -0.63
O -1.62 -3.66 1.21
O 1.19 -3.36 -0.75
O -0.02 -1.05 0.88
O -0.77 -1.50 -1.53
P 0.01 -0.74 -0.59
H -0.77 1.03 0.23
*
```


[16]
Density functional theory data (ωB97M-V with the def2-TZVPD basis set) for a molecular structure, CHN3S in a non-equilibrium geometry.

Properties
* energy: -600.9781 Eh
* LUMO energy: 0.18 eV
* Kohn-Sham gap: 9.2 eV

Geometry as ORCA input:
```
! RIJCOSX wB97M-V def2-TZVPD def2/J DEFGRID3
* xyz 0 1
C -1.34 0.52 -0.52
N 1.72 1.17 1.05
N 1.07 0.35 0.66
N 0.29 -0.35 0.16
S -2.23 -0.43 -1.39
H 0.49 -1.26 0.05
*
```


[17]
Density functional theory data (ωB97M-V with the def2-TZVPD basis set) for a gas-phase ion, CHN4 (charge -1) in a non-equilibrium geometry.

Properties
* energy: -257.6454 Eh
* LUMO energy: 5.13 eV
* Kohn-Sham gap: 7.6 eV

Geometry as ORCA input:
```
! RIJCOSX wB97M-V def2-TZVPD def2/J DEFGRID3
* xyz -1 1
C 0.93 0.25 -0.38
N 0.50 -2.08 2.27
N 1.40 -0.99 0.43
N 1.00 0.49 -1.58
N 0.88 -1.50 1.34
H 0.77 1.00 0.32
*
```


[18]
Density functional theory data (ωB97M-V with the def2-TZVPD basis set) for a gas-phase ion, CHN4O2 (charge -1) in a non-equilibrium geometry.

Properties
* energy: -408.1577 Eh
* SMILES: [H]/N=N/N=N/C(=O)[O-]
* LUMO energy: 3.47 eV
* Kohn-Sham gap: 7.9 eV

Geometry as ORCA input:
```
! RIJCOSX wB97M-V def2-TZVPD def2/J DEFGRID3
* xyz -1 1
H 0.90 -0.73 0.05
N 0.11 -0.22 0.21
N -0.11 0.64 -0.72
N -1.09 1.42 -0.57
N -1.36 1.84 0.53
C -2.54 2.80 0.74
O -2.19 4.01 0.80
O -3.51 2.10 1.01
*
```


[19]
Density functional theory data (ωB97M-V with the def2-TZVPD basis set) for a gas-phase ion, CHN4OS2 (charge -1) in a non-equilibrium geometry.

Properties
* energy: -1129.3473 Eh
* SMILES: [O-]SSn1cnnn1
* LUMO energy (spin up / spin down): 3.56 / 3.56 eV
* Kohn-Sham gap (spin up / spin down): 7.4 / 7.4 eV

Geometry as ORCA input:
```
! RIJCOSX wB97M-V def2-TZVPD def2/J DEFGRID3
* xyz -1 1
O 3.47 0.35 1.08
S 2.73 1.14 0.08
S 1.55 -0.06 -1.06
N -0.27 -0.38 -0.32
C -1.35 0.49 -0.26
N -2.37 -0.14 0.29
N -1.87 -1.36 0.58
N -0.67 -1.50 0.22
H -1.22 1.46 -0.61
*
```


[20]
Density functional theory data (ωB97M-V with the def2-TZVPD basis set) for a gas-phase ion, CHN4S2 (charge -1) in a non-equilibrium geometry.

Properties
* energy: -1054.0085 Eh
* SMILES: S=N/C=N\N=N\[S-]
* LUMO energy (spin up / spin down): 2.73 / 2.74 eV
* Kohn-Sham gap (spin up / spin down): 6.4 / 6.5 eV

Geometry as ORCA input:
```
! RIJCOSX wB97M-V def2-TZVPD def2/J DEFGRID3
* xyz -1 1
S 1.84 -2.42 -0.39
N 0.83 -1.16 0.03
C -0.32 -0.94 -0.57
N -1.11 0.09 -0.35
N -0.80 1.03 0.46
N -0.12 2.04 0.53
S 0.25 3.10 1.60
H -0.57 -1.74 -1.29
*
```


Calculated ΔE to the lowest compared entry with this formula, charge and spin, 0.0; 187.5; 226.8; 284.1; 154.6; 196.6; 357.1; 448.7; 19.8; 252.3; 648.4; 384.9; 8.0; 257.1; 0.0; 506.9; 368.7; 310.1; 16.2; 325.7 kJ/mol (same order as the records).